6 unconnected molecules or ions with the total composition C8H26O5, computed with ωB97M-V/def2-TZVPD.

Positions of all 39 atoms, in Å:
C -0.30518 3.78677 0.31019
C -0.34443 2.28076 0.06427
C -1.78752 1.69312 0.09110
C -2.06215 0.57195 -0.94188
C -2.27604 -0.83242 -0.32858
C -1.78991 -1.97868 -1.17769
C -0.56666 -2.00674 -1.67120
C -0.00950 -3.06894 -2.57395
H -0.78199 3.97296 1.27349
H -0.93472 4.27948 -0.42794
H 0.71504 4.16945 0.29958
H 0.22719 1.95338 -0.78873
H 0.05752 1.78500 0.93774
H -1.91110 1.33304 1.11568
H -2.62263 2.39572 0.06651
H -2.84990 0.85554 -1.63346
H -1.18007 0.56586 -1.59109
H -1.80028 -0.81443 0.65662
H -3.35478 -0.89090 -0.15168
H -2.50650 -2.73328 -1.51360
H 0.07081 -1.18811 -1.33692
H 0.35582 -3.97530 -2.10561
H 0.86827 -2.76232 -3.13386
H -0.82117 -3.23124 -3.28497
H 2.50196 2.05002 2.64573
H 1.96206 1.39302 3.93230
O 1.69489 1.75152 3.08186
H 1.91882 -0.82342 -1.75368
H 3.21078 -1.66008 -1.40575
O 2.70786 -1.23978 -2.10586
H 3.69584 1.92890 -0.13192
H 2.40307 1.34239 -0.32223
O 2.76889 2.20884 -0.07068
H -2.09729 -3.07680 2.34286
H -2.81771 -1.77429 2.78253
O -2.03463 -2.32089 2.93226
H 2.28827 -1.91180 1.07392
H 1.22885 -0.89969 1.33570
O 2.02419 -1.02773 0.78144

The charge is 0. The frontier orbital gap is 9.467 eV. The value obtained for the lowest unoccupied orbital energy is 0.009 Eh. The SMILES is C/C=C/CCCCC.O.O.O.O.O.

A molecular structure, C8H27InO7, computed with ωB97M-V/def2-TZVPD.

Positions of all 43 atoms, in Å:
In -0.98219 0.61031 -0.17384
O 2.83770 4.10376 0.88975
H 3.53527 4.46284 0.30753
O -3.84843 1.97562 3.91093
H -3.21108 2.44326 4.48507
O -1.86918 -2.68309 -4.12674
H -2.68886 -2.47492 -4.61593
C 4.10224 -4.68400 3.64402
C 4.21542 -3.89619 2.37118
O 2.89752 -3.69978 1.90133
H 3.37786 -5.49498 3.71945
H 3.71930 -4.00932 4.40969
H 5.06308 -5.04186 4.01390
H 4.79104 -4.44045 1.62248
H 4.71740 -2.97662 2.67202
H 2.71772 -4.43056 1.30531
C 5.95869 1.88956 -3.71403
C 5.61835 0.49268 -3.25706
O 4.21239 0.39502 -3.27547
H 5.71698 2.07906 -4.75986
H 7.01455 2.09073 -3.53296
H 5.42135 2.59712 -3.08258
H 5.96258 0.25625 -2.25023
H 6.14735 -0.20750 -3.90359
H 3.94027 -0.05144 -4.08060
C -6.04674 -5.79468 1.39968
C -4.52772 -5.61108 1.39248
O -4.36117 -4.21635 1.66771
H -6.55375 -5.45335 2.30219
H -6.28452 -6.85432 1.30625
H -6.51567 -5.27478 0.56425
H -4.09218 -6.00893 0.47590
H -4.10691 -6.23051 2.18452
H -4.45258 -4.09150 2.61516
C -3.88181 8.56169 -0.59302
C -3.77398 7.22252 -1.34999
O -2.78540 6.49479 -0.75100
H -4.31006 8.47298 0.40539
H -4.49197 9.25895 -1.16717
H -2.92332 9.07771 -0.64898
H -3.53664 7.43840 -2.39170
H -4.67655 6.61435 -1.28999
H -2.04622 7.08882 -0.60157

The charge is 0. The frontier orbital gap is 1.512 eV. The value obtained for the lowest unoccupied orbital energy is -0.226 Eh.

5 unconnected molecules or ions with the total composition C8H27N9O5, computed with ωB97M-V/def2-TZVPD.

Positions of all 49 atoms, in Å:
C -1.85730 0.62273 -2.32234
C -2.49851 0.79810 -0.94512
C -3.95603 0.26793 -0.85865
O -4.70954 0.85510 -1.88196
C -6.08830 0.49563 -2.03507
N -1.74723 0.06923 -0.00744
H -2.55282 0.63700 -3.16147
H -1.32274 -0.32689 -2.29851
H -1.04389 1.29284 -2.60059
H -2.44044 1.80835 -0.54000
H -4.38127 0.58343 0.09410
H -4.01002 -0.81911 -0.91812
H -6.53858 1.02994 -2.87164
H -6.65218 0.80131 -1.15376
H -6.08380 -0.58760 -2.15633
H -1.18663 0.72917 0.51248
H -1.00162 -0.36906 -0.52904
C 1.33615 -0.96728 -3.95002
O 0.50569 -0.03807 -3.97222
N 1.67964 -1.61038 -4.96923
N 1.90596 -1.39437 -2.84986
H 2.13394 -2.47175 -4.70136
H 1.12297 -1.45830 -5.79813
H 1.59076 -0.99057 -1.97940
H 2.80780 -1.82157 -3.00565
C 1.98909 -3.49929 2.78260
O 3.07085 -3.22593 3.32772
N 1.21507 -4.41222 3.13802
N 1.38810 -2.65205 2.02210
H 1.59296 -4.92988 3.91862
H 0.36960 -4.48626 2.59049
H 1.89152 -1.78756 1.88308
H 0.48677 -2.85487 1.61398
C 2.37196 2.73416 3.57265
O 2.93212 2.74133 2.51977
N 1.09957 3.00208 3.62283
N 2.84697 2.37290 4.77025
H 0.65624 2.94643 4.52862
H 0.62515 3.53025 2.90445
H 2.29732 2.13296 5.58290
H 3.84297 2.53730 4.80288
C 1.77472 0.72318 -0.07752
O 1.13107 -0.22574 -0.52516
N 2.95201 0.62530 0.45842
N 1.42301 1.96010 0.01441
H 3.22224 -0.34634 0.40369
H 3.21916 1.21268 1.23541
H 1.97094 2.71642 0.39894
H 0.61855 2.04907 -0.58977

The charge is 0. The frontier orbital gap is 8.997 eV. The value obtained for the lowest unoccupied orbital energy is 0.010 Eh. The SMILES is COC[C@H](C)N.NC(N)=O.NC(N)=O.NC(N)=O.NC(N)=O.

5 unconnected molecules or ions with the total composition C8H27NO5, computed with ωB97M-V/def2-TZVPD.

Positions of all 41 atoms, in Å:
O -5.73969 14.51975 -18.21297
H -5.40875 14.41048 -17.31445
H -6.32696 15.28547 -18.17521
O -5.89400 14.81578 -12.46451
H -6.79799 14.81958 -12.79515
H -5.97861 14.85407 -11.50815
C -5.61053 17.43180 -15.18725
C -4.53203 16.40515 -15.49991
O -5.00856 15.06968 -15.32725
H -5.92283 17.33284 -14.14281
H -6.46664 17.30240 -15.84774
H -5.25154 18.45880 -15.29510
H -3.67339 16.57617 -14.84359
H -4.22827 16.47858 -16.54235
H -5.16605 14.91685 -14.38943
C -6.34395 20.61387 -13.09637
C -5.26577 21.48237 -12.48545
O -4.01649 21.26548 -13.16546
H -6.61347 20.96008 -14.09860
H -7.25295 20.50409 -12.50962
H -5.89443 19.63448 -13.27493
H -5.15138 21.22582 -11.42819
H -5.48149 22.54531 -12.56493
H -3.51758 20.61262 -12.66788
C -8.86750 14.92363 -16.59350
C -9.30317 16.37686 -16.67836
C -8.86896 17.04457 -17.96280
O -7.47616 16.87351 -18.10876
C -6.94285 17.63934 -19.16662
N -10.76986 16.49393 -16.56422
H -8.97937 14.36680 -17.52804
H -9.45779 14.37415 -15.85444
H -7.81758 14.83525 -16.30935
H -8.79479 16.90970 -15.85818
H -9.10823 18.11630 -17.91541
H -9.39493 16.58912 -18.81451
H -5.85997 17.54056 -19.14001
H -7.23053 18.69224 -19.07945
H -7.28474 17.26909 -20.14272
H -11.04093 17.45932 -16.72667
H -11.02729 16.29959 -15.60294

The charge is 0. The frontier orbital gap is 9.838 eV. The value obtained for the lowest unoccupied orbital energy is 0.008 Eh. The SMILES is COC[C@H](C)N.CCO.CCO.O.O.

| no. | molecular weight (g mol⁻¹) |
| --- | --- |
| 1 | 202.29 |
| 2 | 350.11 |
| 3 | 329.36 |
| 4 | 217.31 |